# 1
A molecular structure, CH2FO4S at a distorted geometry, computed with the ωB97M-V functional and the def2-TZVPD basis.

Output
Highest occupied orbital energy, eV: -5.716
Orbital gap, eV: 9.9
Energy above the lowest of the compared OMol25 structures with the same formula, charge and spin, eV: 1.261
Total charge: -1

Element x y z (Å)
C 0.05223 -0.73168 -0.28945
O 2.16041 0.17568 -1.14454
O 0.87772 1.56262 0.59065
O 0.09075 1.33329 -1.66044
O -0.05248 -1.49965 0.63227
F -0.22919 -1.31685 -1.52227
S 0.93563 0.77371 -0.62143
H -1.75088 -0.00705 1.66966
H -2.08418 -0.29010 2.34556

---

# 2
A molecular structure, C3H3Cl4O2Se4V, computed with the ωB97M-V functional and the def2-TZVPD basis.

Output
Highest occupied orbital energy (alpha / beta), eV: -12.258 / -12.243
Orbital gap (alpha / beta), eV: 5.8 / 6.6
Expectation value of S²: 0.965
2S+1: 2
Total charge: +1

Element x y z (Å)
V 0.20362 -0.42457 -0.39036
Se 1.23648 0.32339 1.50664
Se 4.02547 2.52376 0.16929
Se 1.86748 2.41402 0.29971
Se 1.06185 1.29851 -1.69040
Cl -1.22507 -1.84692 -2.24010
C -2.25131 -1.99247 -0.76861
Cl -1.24712 -2.67842 0.52749
C -2.62267 -0.56162 -0.37323
O -3.73358 -0.15263 -0.32963
O -1.51931 0.15128 -0.11262
H -3.09074 -2.64274 -0.98386
Cl 1.83076 -2.14482 -0.98564
C 3.54551 -1.72351 -0.33532
Cl 3.94440 -2.74727 0.98566
H 3.46551 -0.68113 -0.04870
H 4.16952 -1.89205 -1.20473

---

# 3
2 unconnected molecules or ions with the total composition C24H50N2O4P at a distorted geometry, computed with the ωB97M-V functional and the def2-TZVPD basis.

Output
Highest occupied orbital energy, eV: -10.314
Orbital gap, eV: 6.1
Energy above the lowest of the compared OMol25 structures with the same formula, charge and spin, eV: 4.039
Total charge: +1

Element x y z (Å)
C 8.21799 3.36600 0.22468
C 8.79379 2.01872 0.70950
C 8.79307 0.93247 -0.38038
C 7.36355 0.61635 -0.88377
C 6.76185 -0.62878 -0.18431
C 5.65251 -1.25118 -1.06492
C 4.58226 -2.01313 -0.24130
C 3.28806 -1.20098 -0.07971
C 2.04960 -2.08964 0.22886
C 0.75066 -1.48818 -0.36631
C -0.33501 -1.15081 0.70173
C -1.65865 -1.92440 0.48168
C -2.93757 -1.01158 0.49641
P -3.71479 -0.61548 2.13997
C -2.46369 -0.26366 3.45888
C -4.90196 -1.93876 2.65838
C -3.89501 -1.88497 -0.37110
O -4.42921 -2.89032 -0.04059
N -4.07672 -1.43660 -1.71776
C -3.57386 -0.03771 -1.72773
C -2.97866 0.48441 -3.04099
C -3.66364 1.75531 -3.59217
C -3.07939 2.00430 -4.98157
O -5.04529 1.52587 -3.80932
C -2.84267 0.29762 -0.38115
C -3.55857 1.58597 0.08123
C -2.74652 2.43227 1.09563
C -3.22956 3.86140 0.97487
O -4.34035 4.10931 0.72918
O -2.35017 4.88911 1.19371
H 8.59801 4.16985 0.85445
H 8.53932 3.52991 -0.80890
H 7.12692 3.35188 0.21935
H 8.28570 1.65938 1.61025
H 9.83769 2.21377 0.98010
H 9.29070 0.03229 -0.01380
H 9.34936 1.32006 -1.24062
H 7.38930 0.39489 -1.95530
H 6.68878 1.46051 -0.72800
H 7.58021 -1.34465 -0.05781
H 6.38329 -0.37782 0.81253
H 6.15262 -1.89690 -1.79124
H 5.18124 -0.43343 -1.62178
H 5.03505 -2.29530 0.71448
H 4.37864 -2.94895 -0.77495
H 3.12441 -0.69156 -1.03124
H 3.42254 -0.48624 0.73891
H 1.97349 -2.27830 1.30302
H 2.28142 -3.05987 -0.22160
H 0.98748 -0.59059 -0.94114
H 0.35425 -2.23109 -1.06278
H -0.46914 -0.07553 0.82935
H 0.07956 -1.51718 1.64663
H -1.78186 -2.72963 1.20675
H -1.64712 -2.38381 -0.51324
H -1.51319 0.07691 3.04575
H -2.85470 0.58109 4.03062
H -2.29473 -1.07459 4.17442
H -5.46293 -1.58741 3.53286
H -5.64006 -2.04570 1.85772
H -4.44542 -2.92586 2.81837
H -3.38674 -1.88457 -2.32748
H -4.51882 0.51493 -1.62943
H -3.17387 -0.28825 -3.79938
H -1.88911 0.58969 -3.01135
H -3.48758 2.60688 -2.92621
H -1.98921 1.93081 -4.98152
H -3.44813 1.22826 -5.65743
H -3.40199 2.96415 -5.38484
H -5.53072 1.74181 -3.00286
H -1.81217 0.60578 -0.58754
H -3.65448 2.22634 -0.79912
H -4.57398 1.42578 0.43620
H -3.02103 2.12713 2.11010
H -1.67066 2.33018 0.94667
H -2.72664 5.44676 1.88964
N -7.61708 -3.48762 3.76100
H -8.47272 -3.96223 4.06029
H -6.92391 -3.52089 4.51278
H -7.23777 -3.95250 2.93020
H -7.82627 -2.51148 3.53545

---

# 4
A gas-phase ion, C2H6NO2 (charge +1) at a distorted geometry, computed with the ωB97M-V functional and the def2-TZVPD basis.

Output
Highest occupied orbital energy (alpha / beta), eV: -17.275 / -17.275
Orbital gap (alpha / beta), eV: 10.1 / 10.1
Structure (SMILES): CO[N+](C)=O
Energy above the lowest of the compared OMol25 structures with the same formula, charge and spin, eV: 5.480
Total charge: +1

Element x y z (Å)
C 1.83266 0.33105 -0.12721
C -1.65933 -0.74524 -0.49922
N 0.58565 -0.26115 0.20004
O 0.38912 -1.07100 1.07330
O -0.49253 0.02174 -0.67960
H 2.13315 -0.15493 -1.17694
H 2.53913 0.13761 0.58023
H 1.60920 1.44961 -0.28495
H -1.42044 -1.75827 -0.08624
H -2.03619 -0.62841 -1.57584
H -2.27639 -0.16923 0.23608